75
Properties=species:S:1:pos:R:3 method="wB97M-V/def2-TZVPD" s2=6.045 total_charge=-2 homo_lumo_gap_ha="0.1373 / 0.2148" multiplicity=5 e_above_lowest_kj_mol=130.1
Ru -0.11738 0.00539 0.38753
Cl -1.80585 0.77856 3.79309
C -0.10016 0.37077 3.62884
C 0.42799 0.19449 2.35772
C 1.80354 -0.03014 2.33607
Cl 2.42848 -0.23905 0.70287
C 2.61866 -0.06464 3.45636
Cl 4.34280 -0.24264 3.27658
C 2.00985 0.05219 4.69997
Cl 2.99130 0.00675 6.15775
C 0.63911 0.22942 4.80236
Cl -0.29749 -1.16262 6.27356
C 0.58806 9.09701 0.01940
C -0.48757 8.02935 -0.17967
C -1.04839 8.17417 -1.60239
C -1.60742 8.29662 0.83749
C 0.06198 6.60917 0.00715
C 1.41063 6.35437 0.23363
C 1.91061 5.05323 0.39227
C 1.01880 4.01380 0.31463
O 1.22546 2.68039 0.43169
B -0.05312 2.02469 0.28786
O -0.99982 3.07079 0.05972
C -0.33452 4.25324 0.08897
C -0.82918 5.52368 -0.06793
H 0.14401 10.08951 -0.09773
H 1.38970 8.99779 -0.71638
H 1.02517 9.03470 1.01873
H -1.44042 9.18456 -1.76577
H -1.85422 7.45961 -1.77984
H -0.26341 7.98194 -2.33776
H -1.97656 9.32340 0.74119
H -1.23535 8.15278 1.85454
H -2.45016 7.61893 0.69334
H 2.11541 7.17260 0.30216
H 2.96273 4.87160 0.57625
H -1.88892 5.66725 -0.24628
O -0.11809 -0.12813 -1.84282
N 0.90400 -0.72697 -2.49690
C 2.15478 -0.14398 -2.54323
C 3.16289 -0.71004 -3.26269
C 2.94663 -1.88660 -4.03096
C 1.61423 -2.36673 -4.08017
C 0.62631 -1.78340 -3.34451
H 2.25751 0.76044 -1.96146
H 4.13806 -0.23956 -3.24386
H 3.74184 -2.34953 -4.59810
H 1.35623 -3.20937 -4.71031
H -0.40684 -2.09678 -3.34080
C -1.24639 -2.66339 2.71002
C -0.48342 -3.09292 1.50604
N 0.16594 -2.35332 0.62262
C 0.76062 -3.22308 -0.26519
C 0.46096 -4.50486 0.06374
N -0.33568 -4.40586 1.18772
H -1.85203 -1.79901 2.45501
H -0.57697 -2.36192 3.51914
H -1.87786 -3.47900 3.07021
H 1.37276 -2.87074 -1.07797
H 0.73113 -5.44851 -0.37914
H -0.71716 -5.16476 1.71844
C -4.18219 -0.93678 0.16040
C -3.20589 0.23690 -0.01468
C -3.74783 1.44704 0.76689
C -3.10706 0.59789 -1.50637
N -1.93012 -0.16772 0.48869
H -5.17860 -0.66554 -0.20400
H -4.25379 -1.20694 1.21799
H -3.82300 -1.80687 -0.39692
H -4.72014 1.75445 0.36573
H -3.04230 2.27296 0.68866
H -3.85401 1.18830 1.82119
H -4.08208 0.92028 -1.89084
H -2.75114 -0.26239 -2.07559
H -2.37549 1.39697 -1.63507